[1]
Below is a 7-piece molecular cluster, C20H47BO6S6 overall, with properties calculated with ωB97M-V/def2-TZVPD.

Element x y z (Å)
C: -2.23062 3.85427 -1.80196
B: -1.92454 2.84272 -3.01289
C: -1.36827 3.33712 -4.45474
C: 0.19487 3.10237 -4.35581
C: 0.78906 1.96326 -5.03126
C: 2.24647 1.77684 -4.86151
C: 2.97226 2.72013 -4.03576
C: 2.36896 3.87540 -3.37451
C: 0.93499 4.06452 -3.53912
H: -2.02888 4.92774 -2.07854
H: -1.44359 3.60362 -1.00412
H: -3.27078 3.70621 -1.40388
H: -2.04865 1.65652 -2.90599
H: -1.81544 2.74789 -5.29327
H: -1.53346 4.43519 -4.61967
H: 0.17421 1.25006 -5.63033
H: 2.72939 0.90462 -5.36545
H: 4.07404 2.59520 -3.88234
H: 2.91614 4.59572 -2.73224
H: 0.39821 4.91409 -3.04840
C: -1.11630 -0.25941 1.29533
S: -0.02640 1.11946 0.91479
O: -0.88197 2.33673 0.75117
C: 0.42732 0.55426 -0.73166
H: -1.55024 -0.09395 2.28218
H: -1.91515 -0.32033 0.55461
H: -0.53944 -1.18510 1.30341
H: -0.46722 0.44430 -1.34647
H: 0.95202 -0.39956 -0.65535
H: 1.08825 1.29711 -1.18087
C: 2.03569 5.83650 3.75150
S: 1.56038 4.21722 3.11505
O: 2.52077 3.86375 2.03155
C: 0.03444 4.76352 2.33083
H: 2.99670 5.73889 4.25605
H: 2.12806 6.54673 2.92871
H: 1.28605 6.18146 4.46489
H: 0.25160 5.54195 1.59695
H: -0.64941 5.14432 3.09208
H: -0.42328 3.90607 1.82841
C: -0.50209 -5.60514 0.82272
S: -0.54648 -3.87430 1.31503
O: 0.39667 -3.13038 0.42257
C: 0.28001 -4.10585 2.89950
H: -0.93976 -5.69005 -0.17137
H: 0.53027 -5.95752 0.79695
H: -1.08627 -6.19646 1.52767
H: 1.26370 -4.55218 2.74392
H: -0.32983 -4.74819 3.53520
H: 0.39482 -3.13085 3.37400
C: 5.26681 4.32911 -8.74077
S: 4.36865 3.78853 -7.27384
O: 5.07332 2.58982 -6.73827
C: 2.90559 3.20913 -8.15011
H: 6.24263 4.69919 -8.42801
H: 5.39901 3.49094 -9.42637
H: 4.71482 5.13286 -9.23000
H: 3.18531 2.44105 -8.87324
H: 2.42900 4.04907 -8.65793
H: 2.21385 2.78797 -7.42108
C: -3.33156 -2.93803 4.54118
S: -3.80632 -4.55492 3.90997
O: -2.84528 -4.91017 2.82274
C: -5.33347 -4.01506 3.12160
H: -2.37007 -3.03665 5.04477
H: -3.24059 -2.22919 3.71639
H: -4.07979 -2.59238 5.25505
H: -5.11807 -3.23973 2.38487
H: -6.01863 -3.63412 3.87992
H: -5.78581 -4.87269 2.62408
C: -1.44975 -7.55886 5.63902
S: -1.80563 -6.78569 7.22750
O: -1.86600 -5.31249 7.00196
C: -0.21002 -7.15151 7.98007
H: -2.31081 -7.41428 4.98667
H: -0.57087 -7.09543 5.18830
H: -1.28040 -8.62675 5.78360
H: 0.59161 -6.71384 7.38338
H: -0.08010 -8.23232 8.05039
H: -0.19476 -6.72008 8.98058

- spin multiplicity = 1
- electronic energy (eV) = -99469.25724
- orbital gap (Eh) = 0.321
- E_HOMO (eV) = -8.3
- M (g/mol) = 586.8

Charges computed using Löwdin, reported in e: -0.09 -0.17 -0.15 -0.23 -0.04 -0.09 -0.10 -0.06 -0.04 0.05 0.05 0.07 0.06 0.09 0.10 0.11 0.11 0.10 0.10 0.11 -0.27 0.85 -0.58 -0.24 0.05 0.07 0.00 0.05 0.06 0.05 -0.28 0.79 -0.56 -0.27 0.05 0.05 0.05 0.06 0.05 0.00 -0.26 0.80 -0.57 -0.25 0.05 0.06 0.04 0.06 0.03 0.05 -0.28 0.79 -0.56 -0.26 0.05 0.06 0.05 0.06 0.05 0.02 -0.25 0.81 -0.59 -0.26 0.05 0.05 0.06 0.06 0.05 0.05 -0.27 0.81 -0.57 -0.27 0.04 0.05 0.05 0.06 0.05 0.05

[2]
Below is a 3-piece molecular cluster, C20H47BO8 overall, with properties calculated with ωB97M-V/def2-TZVPD.

Element x y z (Å)
C: -0.49559 3.00857 2.62931
C: -0.41691 2.54174 4.18340
C: 0.03738 1.03066 4.51133
C: 0.34224 0.00790 3.30375
C: -0.50349 -1.42149 3.50086
B: -1.79824 -1.50279 2.47999
O: -2.74665 -0.41087 2.18409
C: -3.31386 0.17908 3.40692
C: -4.94811 0.02258 3.55056
C: -5.74316 1.42036 3.10653
O: -5.30406 -0.18428 4.98959
H: -0.95706 4.07985 2.46597
H: -1.20232 2.26399 2.01991
H: 0.53995 2.98366 2.06698
H: 0.34414 3.28062 4.73094
H: -1.46683 2.76170 4.70372
H: -0.78972 0.55217 5.22592
H: 1.01647 1.08604 5.19259
H: 0.11827 0.35116 2.21503
H: 1.48684 -0.32054 3.37986
H: -0.92929 -1.54117 4.60007
H: 0.22782 -2.32038 3.27414
H: -1.94894 -2.53518 1.89151
H: -3.07636 1.34719 3.34913
H: -2.85110 -0.21728 4.40832
H: -5.40597 -0.85728 2.92635
H: -5.05845 2.14065 2.48421
H: -6.69287 1.15866 2.45227
H: -6.11455 2.02172 4.04363
H: -4.77746 0.46260 5.57058
C: -3.05497 -1.31205 -0.69807
O: -2.81303 -1.39177 -2.09424
C: -2.22654 -0.20512 -2.62779
C: -1.12990 -0.54154 -3.64589
O: 0.05567 -1.11520 -3.08220
C: -0.05450 -2.44770 -2.56826
C: -0.30088 -3.52591 -3.63238
O: -1.63386 -3.44519 -4.13571
C: -1.72492 -3.70119 -5.52447
H: -3.94455 -0.70626 -0.50855
H: -3.23438 -2.32628 -0.32832
H: -2.19283 -0.90452 -0.16234
H: -1.80639 0.42541 -1.83741
H: -3.02478 0.35394 -3.12892
H: -0.80822 0.40033 -4.10484
H: -1.51201 -1.15437 -4.46117
H: -0.79105 -2.49563 -1.76775
H: 0.91324 -2.66180 -2.10096
H: -0.18363 -4.51692 -3.18171
H: 0.43490 -3.41601 -4.43731
H: -0.96553 -3.14859 -6.08396
H: -2.70512 -3.36509 -5.86671
H: -1.63276 -4.77449 -5.71266
C: 6.08377 3.30665 -1.92567
O: 5.71598 1.94339 -1.78264
C: 5.90401 1.45069 -0.45648
C: 4.73511 0.55376 -0.03042
O: 3.49813 1.24348 0.18543
C: 2.84103 1.76702 -0.97472
C: 2.30025 0.70258 -1.93915
O: 3.36755 0.06675 -2.64149
C: 3.16176 -1.31945 -2.83794
H: 7.17188 3.39535 -1.97459
H: 5.65802 3.67423 -2.86439
H: 5.68583 3.91894 -1.11135
H: 6.01496 2.26807 0.26349
H: 6.82850 0.86231 -0.45732
H: 4.99605 0.11298 0.93852
H: 4.60202 -0.28489 -0.71249
H: 3.47396 2.49033 -1.48642
H: 1.98303 2.33271 -0.59449
H: 1.65861 1.18001 -2.68702
H: 1.70436 -0.02628 -1.37787
H: 2.83245 -1.80953 -1.91791
H: 4.11359 -1.76412 -3.13316
H: 2.43311 -1.47863 -3.63769

- spin multiplicity = 1
- electronic energy (eV) = -38551.02695
- orbital gap (Eh) = 0.351
- SMILES = CCCCCBOC[C@H](C)O.COCCOCCOC.COCCOCCOC
- E_HOMO (eV) = -8.9
- M (g/mol) = 426.4

Charges computed using Löwdin, reported in e: -0.16 -0.27 -0.22 -0.20 -0.16 -0.20 -0.10 -0.14 -0.29 -0.08 -0.14 0.08 0.07 0.08 0.11 0.11 0.10 0.12 0.10 0.12 0.11 0.11 0.07 0.13 0.12 0.16 0.08 0.08 0.09 0.11 -0.11 -0.20 -0.18 -0.16 -0.16 -0.17 -0.18 -0.21 -0.11 0.09 0.09 0.06 0.12 0.13 0.13 0.11 0.12 0.10 0.13 0.12 0.08 0.09 0.09 -0.11 -0.21 -0.19 -0.17 -0.13 -0.17 -0.18 -0.19 -0.11 0.09 0.09 0.09 0.12 0.12 0.13 0.11 0.11 0.12 0.12 0.12 0.08 0.09 0.08